# 1
{
  "formula": "C22H26BClLiN3O3",
  "method": "wB97M-V/def2-TZVPD",
  "e_homo_ev": -7.10,
  "orbital_gap_ev": 7.4,
  "e_above_lowest_ev": 0.3479,
  "species": ["C", "C", "C", "N", "Li", "H", "H", "H", "N", "H", "H", "H", "H", "C", "H", "C", "N", "H", "H", "C", "C", "O", "C", "H", "O", "H", "O", "H", "H", "C", "H", "H", "H", "C", "C", "C", "H", "H", "C", "H", "H", "Cl", "B", "C", "C", "C", "H", "C", "C", "C", "H", "H", "C", "C", "H", "H", "C"],
  "coordinates": [[-3.152, 0.353, 1.490], [-0.768, -2.727, 0.494], [1.661, -0.712, -8.546], [0.138, -1.906, -0.097], [0.497, -1.931, -2.067], [-2.927, 1.256, 0.926], [1.440, 2.757, 0.082], [1.012, -3.944, -7.662], [-1.090, -2.381, 1.713], [-4.352, -0.829, 3.683], [-1.563, 1.934, 4.762], [-2.863, -1.670, 3.287], [0.589, -0.265, 3.432], [0.361, -0.998, 0.839], [4.416, -0.183, 2.692], [-0.764, 1.862, 2.281], [-0.372, -1.257, 1.918], [0.707, 2.565, 3.715], [-3.557, 1.768, 4.614], [-1.288, 0.751, 3.213], [1.568, -0.080, -7.307], [0.801, -2.776, -5.131], [-3.265, -0.759, 3.726], [3.370, 1.675, -1.009], [1.126, -0.524, -4.917], [-1.518, 2.651, 2.282], [-1.076, 1.122, 4.584], [1.720, 0.984, -7.195], [-1.172, -3.604, 0.024], [0.586, 2.515, 2.632], [2.486, 0.910, 3.787], [-2.642, -0.486, 1.021], [0.544, 3.548, 2.278], [3.161, 1.500, 0.036], [1.166, -2.878, -7.572], [1.464, -2.081, -8.676], [-2.977, -0.714, 4.776], [-0.797, -1.233, 3.919], [2.080, 2.103, 0.659], [1.892, -0.123, -9.424], [1.545, -2.538, -9.653], [5.338, -0.103, 0.010], [0.825, -1.710, -4.183], [-3.644, 1.670, 3.532], [3.983, 0.664, 0.777], [2.661, 1.061, 2.729], [-4.697, 1.475, 3.328], [-2.814, 0.496, 2.979], [-0.431, -0.531, 3.172], [1.795, 1.873, 2.004], [-4.222, 0.171, 1.388], [-0.737, 1.506, 1.249], [3.749, 0.449, 2.124], [1.272, -0.877, -6.223], [1.064, -0.184, 0.790], [-3.407, 2.627, 3.069], [1.075, -2.244, -6.352]]
}


# 2
{
  "formula": "C22H26BrCdN5O2P",
  "method": "wB97M-V/def2-TZVPD",
  "e_homo_ev": -10.49,
  "orbital_gap_ev": 7.2,
  "charge": 1,
  "species": ["P", "H", "C", "H", "C", "H", "C", "H", "C", "H", "H", "H", "C", "N", "H", "H", "C", "C", "C", "H", "H", "C", "C", "C", "C", "C", "H", "C", "N", "H", "C", "C", "H", "H", "H", "H", "H", "H", "H", "N", "H", "C", "N", "H", "Br", "O", "H", "H", "H", "C", "C", "O", "C", "C", "N", "Cd", "H", "C"],
  "coordinates": [[0.283, 1.069, 2.428], [4.382, 2.223, -4.056], [-2.780, -4.735, -1.278], [1.799, 1.521, 6.257], [0.883, 3.294, 4.544], [-1.598, -4.535, 0.510], [1.478, 3.416, -5.283], [3.553, 1.928, 3.121], [2.836, 2.111, 3.924], [3.367, 2.537, 4.779], [-2.044, -6.759, 1.337], [1.301, -0.848, 3.605], [-3.922, -6.865, -1.467], [-1.000, -0.180, -1.969], [0.521, 3.462, 1.920], [-4.104, -5.281, -2.880], [2.829, 3.135, -5.199], [3.326, 2.432, -4.116], [-2.235, -5.176, -0.068], [-0.924, 3.808, -5.076], [-1.421, 2.253, 3.773], [-1.675, -2.432, -1.611], [1.216, 2.678, 2.242], [0.156, 1.937, -2.056], [2.472, 2.008, -3.112], [-2.497, -6.443, 0.411], [-2.083, -1.255, -3.374], [-3.652, -5.604, -1.955], [0.249, 2.062, 4.989], [-0.443, 2.855, -1.860], [1.118, 2.281, -3.181], [-0.643, 1.516, 4.003], [-1.125, 0.619, 4.408], [0.794, 0.171, 5.687], [-3.103, -3.282, -2.785], [3.490, 3.470, -5.983], [1.407, 3.733, 5.396], [2.835, 1.471, -2.250], [-4.593, -7.518, -2.004], [2.240, 0.852, 4.341], [1.084, 3.989, -6.112], [1.680, 0.113, 3.241], [1.844, 3.073, 3.478], [0.116, 3.995, 4.206], [-0.403, -2.416, -0.125], [-0.728, 3.218, -4.336], [-3.514, -8.298, 0.077], [-1.057, 1.034, -3.590], [2.460, -0.080, 2.494], [-1.600, -1.235, -2.400], [1.271, 1.109, 5.393], [0.749, 1.475, -0.934], [0.618, 2.983, -4.284], [-2.511, -3.456, -1.891], [-0.843, 0.953, -2.602], [-0.502, 0.360, 0.104], [1.973, 2.552, 1.459], [-3.329, -7.301, -0.292]]
}


# 3
{
  "formula": "C22H26BrF3O15PS",
  "method": "wB97M-V/def2-TZVPD",
  "e_homo_ev": -4.37,
  "orbital_gap_ev": 4.1,
  "charge": -1,
  "e_above_lowest_ev": 0.0000,
  "species": ["H", "C", "H", "C", "C", "C", "H", "F", "C", "C", "C", "C", "Br", "C", "H", "C", "H", "C", "C", "C", "H", "C", "C", "H", "C", "H", "O", "O", "H", "H", "H", "H", "H", "H", "O", "O", "O", "H", "O", "C", "C", "O", "H", "S", "H", "O", "O", "O", "H", "H", "C", "C", "O", "F", "O", "H", "H", "H", "H", "H", "C", "F", "H", "O", "C", "O", "P", "O", "H"],
  "coordinates": [[-1.681, -2.030, -0.845], [0.626, 6.496, 1.567], [0.734, -1.270, 1.926], [1.614, -1.601, -0.110], [0.940, 5.072, -3.388], [0.087, 5.092, -2.205], [-1.183, 5.390, 1.516], [0.596, -6.688, 1.905], [-0.418, 5.865, 2.114], [0.987, 2.596, -3.352], [-0.562, -1.437, -2.579], [0.744, -5.647, 2.705], [-2.248, -1.487, -3.664], [1.358, 3.742, -3.935], [-0.221, 6.056, -1.832], [-3.878, -4.498, 0.489], [2.801, -1.052, 2.416], [0.466, -2.576, -0.486], [-0.287, 3.948, -1.625], [-3.470, -5.112, -0.884], [2.568, -2.142, 0.020], [0.025, -3.468, 0.757], [0.484, 6.470, 4.406], [-1.188, 2.974, -0.324], [0.153, 2.619, -2.156], [-2.885, -6.023, -0.639], [0.742, -3.499, -1.513], [0.417, -1.209, -3.163], [-1.916, -5.762, -2.628], [-3.030, -4.534, 1.192], [-1.335, -4.148, -3.137], [0.592, -5.484, -2.618], [1.620, 7.084, 0.112], [-4.040, -3.419, 0.287], [2.542, -4.444, 1.062], [-0.201, 1.610, -1.579], [-1.478, 5.225, 4.117], [-4.354, -5.401, -1.485], [2.582, -0.370, 1.763], [1.345, -0.756, 1.166], [-0.557, 5.797, 3.565], [0.791, 6.583, 0.240], [-0.644, -0.626, -0.633], [1.370, -4.117, 1.827], [1.769, -0.929, -0.972], [1.322, 6.085, -3.946], [1.757, -3.193, 2.888], [-1.071, 3.921, -0.540], [2.288, 7.585, 4.455], [-0.826, -2.974, 1.266], [-1.551, -4.784, -2.259], [1.530, 7.098, 3.859], [-2.633, -4.169, -1.515], [1.676, -5.988, 3.603], [2.121, 3.766, -5.035], [-0.516, 5.897, 5.862], [1.316, -5.617, -0.809], [1.283, 1.628, -3.735], [0.782, 0.148, 0.860], [-4.787, -4.974, 0.890], [-0.666, -1.646, -1.064], [-0.395, -5.373, 3.347], [-0.368, -6.497, -1.245], [2.619, 7.691, 1.857], [1.681, 7.146, 2.408], [0.307, 6.405, 5.730], [0.069, -5.096, -1.304], [-0.561, -4.656, 0.277], [2.244, 4.710, -5.249]]
}


# 4
{
  "formula": "C22H26ClN3O4S",
  "method": "wB97M-V/def2-TZVPD",
  "e_homo_ev": -8.83,
  "orbital_gap_ev": 9.2,
  "e_above_lowest_ev": 0.1415,
  "species": ["O", "C", "H", "H", "C", "H", "C", "Cl", "H", "H", "C", "H", "C", "H", "C", "C", "H", "C", "H", "C", "H", "H", "C", "H", "C", "N", "N", "H", "H", "H", "C", "H", "O", "O", "C", "O", "C", "C", "H", "H", "H", "C", "C", "N", "S", "H", "C", "C", "H", "H", "C", "C", "C", "H", "H", "H", "H"],
  "coordinates": [[-0.342, -2.477, 1.939], [-3.661, -1.353, -0.743], [1.004, 2.855, 3.854], [-1.595, -0.374, -2.020], [-2.022, 1.654, -2.509], [-1.755, -1.281, 0.017], [1.121, 4.509, 2.497], [5.746, 0.582, -2.040], [1.165, 5.970, 0.931], [-2.907, -0.193, -3.187], [-1.090, -3.797, 0.055], [-1.185, 1.681, -3.209], [2.362, -2.992, 1.401], [-0.802, -3.627, -0.985], [-2.476, 0.216, -2.272], [0.978, 4.938, 1.186], [2.947, 0.614, -1.458], [-3.516, 0.121, -1.143], [-4.066, 1.095, 0.701], [4.588, -2.330, 0.412], [1.950, -2.427, 2.244], [-3.399, 2.975, -0.708], [3.225, -2.101, 0.547], [-2.423, 0.462, 0.704], [2.650, -1.033, -0.132], [-2.557, -1.867, -0.175], [-1.558, 2.263, -1.275], [6.427, -1.683, -0.480], [-3.253, -3.800, -0.200], [0.481, 4.334, -0.827], [-2.480, -3.223, 0.314], [5.050, -3.157, 0.933], [-0.298, 0.272, -0.136], [0.807, 1.656, -1.817], [-0.055, -3.165, 0.983], [-4.671, -1.993, -0.955], [4.774, -0.448, -1.049], [-2.613, 2.341, -0.285], [0.318, 1.242, 2.079], [-2.676, -3.245, 1.392], [-1.097, -4.873, 0.240], [0.888, 3.184, 2.833], [-3.168, 0.968, 0.093], [1.218, -3.496, 0.670], [-0.122, 1.579, -0.728], [-2.837, 2.271, -2.898], [3.415, -0.204, -0.933], [0.362, 2.724, 0.554], [1.419, 5.211, 3.261], [1.593, -0.839, -0.035], [0.505, 2.281, 1.854], [0.597, 4.040, 0.204], [5.368, -1.506, -0.379], [-2.204, 2.840, 0.597], [1.406, -4.014, -0.173], [-4.484, 0.451, -1.535], [2.948, -3.832, 1.790]]
}


# 5
{
  "formula": "C22H26F3N3O3",
  "method": "wB97M-V/def2-TZVPD",
  "e_homo_ev": -9.30,
  "orbital_gap_ev": 9.7,
  "e_above_lowest_ev": 0.2970,
  "species": ["C", "H", "H", "C", "H", "C", "H", "C", "H", "F", "F", "N", "H", "H", "N", "H", "C", "O", "C", "O", "C", "H", "H", "C", "H", "H", "H", "O", "C", "H", "C", "C", "C", "H", "H", "N", "F", "H", "C", "H", "C", "H", "C", "C", "C", "C", "C", "H", "H", "C", "H", "H", "H", "C", "C", "H", "H"],
  "coordinates": [[0.183, 3.697, 0.721], [1.192, 1.836, -1.435], [1.777, -0.394, -0.221], [-1.861, -0.584, 2.044], [-0.466, 3.738, -0.156], [-4.034, 0.380, 1.287], [-3.118, 0.132, -1.469], [4.947, -1.395, -1.186], [0.324, 4.693, 1.141], [1.038, -4.155, -1.039], [1.496, -3.417, -3.006], [-0.465, 2.855, 1.716], [-3.526, 2.413, 1.450], [5.091, 1.278, -1.042], [3.605, 2.573, 0.644], [4.880, -2.391, -0.756], [-0.505, -2.628, -1.993], [-1.060, 1.305, 0.196], [-1.496, -0.564, -2.678], [2.565, 3.308, 1.111], [-2.693, 1.447, 3.189], [3.771, 0.920, -2.180], [5.959, -1.025, -1.042], [-2.333, -1.711, -0.733], [-0.236, 3.025, 2.683], [-1.961, -1.256, 2.909], [2.275, -1.088, -1.765], [-5.046, 0.293, 0.615], [3.188, 1.913, -0.405], [2.455, -2.020, -0.279], [-0.553, -1.559, -2.874], [4.055, 0.948, -1.127], [2.520, -1.023, -0.707], [-2.446, 2.418, 3.623], [4.754, -1.472, -2.253], [-3.096, -0.591, 1.293], [-0.094, -4.837, -2.733], [-1.540, 0.272, -3.357], [1.491, 3.095, 0.326], [0.139, -1.509, -3.701], [0.480, -3.742, -2.194], [-1.329, -3.546, -0.244], [-1.470, 0.808, 2.529], [-2.381, -0.641, -1.620], [-0.978, 1.653, 1.352], [1.823, 2.216, -0.660], [-3.786, 1.609, 2.145], [-3.135, -2.660, 1.025], [-0.652, 0.712, 3.250], [-3.281, -1.750, 0.436], [-4.737, 1.881, 2.606], [-1.071, -0.975, 1.394], [-4.315, -1.708, 0.080], [3.930, -0.467, -0.528], [-1.387, -2.706, -0.922], [-3.038, 0.796, 3.996], [4.153, -0.398, 0.542]]
}


# 6
{
  "formula": "C22H26N2O3",
  "method": "wB97M-V/def2-TZVPD",
  "e_homo_ev": -7.69,
  "orbital_gap_ev": 8.4,
  "e_above_lowest_ev": 2.0046,
  "species": ["N", "C", "H", "H", "C", "H", "C", "C", "H", "H", "C", "H", "H", "C", "H", "O", "H", "C", "H", "H", "C", "O", "H", "C", "H", "C", "C", "H", "H", "N", "C", "C", "H", "C", "O", "H", "C", "C", "C", "C", "H", "H", "H", "H", "H", "H", "C", "H", "H", "C", "H", "C", "C"],
  "coordinates": [[-4.799, -2.494, 0.037], [0.608, 1.023, 1.519], [-2.738, -2.867, -0.340], [2.983, 2.397, 1.374], [-3.449, -0.788, -0.492], [-1.929, 3.100, -0.246], [4.465, -0.446, 0.302], [2.490, -3.490, -0.023], [2.898, -4.445, -0.352], [-8.512, 0.193, 0.492], [-2.227, 0.008, -0.811], [-5.101, -3.425, 0.266], [-1.701, -0.428, -1.666], [6.801, -0.268, -0.211], [5.152, 1.551, 0.676], [3.567, -2.587, -0.058], [-0.421, 1.580, -1.599], [-7.464, 0.041, 0.281], [1.243, -1.437, 0.775], [6.946, 0.368, 0.671], [3.072, 1.361, 1.081], [-1.317, -0.856, 1.240], [2.085, -3.597, 0.989], [-5.327, 1.003, -0.320], [0.191, 0.380, 2.298], [6.829, 0.565, -1.491], [4.311, 0.875, 0.681], [-0.515, 3.707, 0.606], [-2.519, 1.026, -1.061], [-0.322, 0.974, 0.398], [1.972, 0.529, 1.117], [-6.935, -1.230, 0.337], [6.019, 1.290, -1.501], [-6.668, 1.143, -0.043], [5.627, -1.040, -0.086], [-7.122, 2.123, -0.075], [2.115, -0.804, 0.735], [-4.762, -0.271, -0.270], [3.337, -1.302, 0.329], [-1.259, -0.004, 0.374], [1.686, -3.186, -0.701], [-7.549, -2.083, 0.588], [-0.684, 3.993, -1.127], [7.777, 1.092, -1.565], [6.717, -0.086, -2.353], [0.960, 2.170, -0.677], [-5.582, -1.378, 0.061], [0.665, 2.049, 1.890], [7.608, -1.007, -0.237], [-3.519, -2.134, -0.285], [-4.726, 1.866, -0.568], [-0.115, 1.973, -0.628], [-0.860, 3.275, -0.330]]
}


# 7
{
  "formula": "C22H26N2O3",
  "method": "wB97M-V/def2-TZVPD",
  "e_homo_ev": -8.89,
  "orbital_gap_ev": 9.6,
  "e_above_lowest_ev": 0.0000,
  "species": ["H", "C", "C", "C", "C", "C", "H", "H", "H", "C", "C", "C", "C", "H", "C", "C", "O", "H", "H", "C", "C", "C", "C", "N", "H", "C", "H", "H", "O", "H", "C", "C", "H", "H", "H", "O", "H", "H", "H", "H", "H", "H", "H", "C", "C", "H", "H", "H", "C", "H", "N", "C", "H"],
  "coordinates": [[-0.436, 1.189, -4.364], [0.713, 1.831, 1.539], [-0.546, -1.930, 2.990], [-1.623, -1.625, -3.027], [-0.987, -2.745, 0.778], [-1.335, 2.019, 0.128], [-2.187, -3.206, 2.489], [1.771, -0.798, 0.821], [-0.810, -1.881, 4.037], [-0.780, 1.613, -2.288], [-1.020, 0.759, -3.546], [0.619, 0.925, 3.753], [1.532, 2.051, 4.235], [-0.897, 1.962, 2.780], [0.847, 2.669, -0.722], [0.572, -1.245, 2.531], [2.700, 1.631, 4.714], [0.499, 3.673, -0.997], [-1.168, 0.091, -0.809], [-1.536, 1.085, -1.070], [-1.302, -2.965, -2.905], [0.903, -1.328, 1.185], [-1.320, -2.676, 2.120], [0.070, 2.202, 0.406], [1.588, -0.888, 4.396], [0.697, 1.727, -1.915], [-2.637, -1.299, -2.846], [1.887, 2.729, -0.399], [1.196, 3.207, 4.234], [3.251, 2.392, 4.959], [-0.659, -0.691, -3.391], [0.963, -2.473, -3.502], [1.277, 2.115, -2.754], [-1.779, 2.999, -0.094], [-1.835, 1.592, 0.996], [1.927, 1.859, 1.649], [0.399, -2.133, -0.732], [-0.128, 0.746, 4.535], [-1.152, 2.621, -2.514], [-2.066, -3.678, -2.633], [1.975, -2.800, -3.690], [-2.604, 1.012, -1.284], [-2.077, 0.834, -3.811], [1.382, -0.379, 3.453], [0.130, -2.072, 0.313], [-1.591, -3.323, 0.094], [2.328, -0.124, 2.978], [1.085, 0.743, -1.647], [-0.006, -3.393, -3.140], [0.247, -4.439, -3.043], [-0.103, 1.376, 2.573], [0.636, -1.134, -3.631], [1.394, -0.426, -3.933]]
}


# 8
{
  "formula": "C22H26N2O3S",
  "method": "wB97M-V/def2-TZVPD",
  "e_homo_ev": -8.73,
  "orbital_gap_ev": 9.2,
  "e_above_lowest_ev": 0.4465,
  "species": ["C", "C", "H", "C", "C", "N", "C", "H", "O", "H", "H", "H", "C", "H", "H", "C", "H", "H", "C", "C", "H", "C", "H", "H", "H", "H", "C", "H", "H", "H", "C", "O", "C", "C", "C", "H", "H", "C", "H", "O", "H", "C", "N", "H", "C", "S", "C", "C", "H", "C", "H", "H", "C", "H"],
  "coordinates": [[-4.680, 1.014, -0.995], [-1.996, -0.681, 0.654], [1.593, -0.841, 2.116], [5.469, -0.697, -1.412], [-3.475, 1.780, -0.516], [-4.680, -0.351, -0.492], [-2.401, 2.031, -1.358], [-3.845, -1.336, -2.131], [5.541, -0.757, -0.003], [-1.564, -1.287, -2.640], [-0.480, -0.056, 2.010], [-4.711, 0.979, -2.088], [4.358, -1.233, 2.002], [3.465, 0.483, 2.981], [5.717, -1.680, -1.844], [-0.027, -0.682, -1.285], [6.183, 1.323, -1.478], [7.457, 0.105, -1.578], [0.295, -0.335, 0.022], [4.667, -1.692, 0.580], [-2.230, 3.132, 2.324], [1.695, 0.103, 0.310], [-4.248, 2.001, 1.464], [4.445, -0.431, -1.716], [3.935, 0.748, 1.279], [0.750, -0.661, -2.034], [-2.322, -1.003, -0.658], [6.420, 0.419, -2.982], [-0.427, 2.835, -1.534], [3.844, -2.030, 2.544], [-5.300, -2.179, 0.898], [2.353, 0.719, -0.505], [-3.408, 2.189, 0.811], [-2.275, 2.820, 1.290], [-1.321, -1.023, -1.621], [5.300, -1.015, 2.505], [3.735, -1.757, 0.000], [3.500, 0.036, 1.983], [5.130, -2.692, 0.588], [-6.188, 0.041, 1.157], [-2.767, -0.663, 1.411], [6.449, 0.358, -1.898], [2.150, -0.228, 1.542], [-4.829, -2.298, 1.875], [-0.700, -0.348, 0.993], [-4.288, -2.937, -0.394], [-3.746, -1.292, -1.039], [-1.198, 3.047, 0.449], [-2.449, 1.728, -2.394], [-5.449, -0.706, 0.557], [-0.307, 3.527, 0.825], [-5.598, 1.472, -0.616], [-1.265, 2.659, -0.877], [-6.279, -2.657, 0.920]]
}